Record 1
C31H37CdIN5O2 | ωB97M-V/def2-TZVPD

Values from the calculation:
DFT total energy = -2093.1878 hartree
charge = -1
orbital gap = 4.6 eV
ΔE to the lowest compared entry with this formula, charge and spin = 4.28 kJ/mol

Each line ends with the Mulliken charge.
CARTESIAN COORDINATES (ANGSTROEM)
Cd 0.70121 -0.56849 -0.16156  1.13
C -3.29299 -3.12248 -0.28059  -0.88
C -2.90854 -2.77284 1.12264  0.86
N -3.77570 -2.92146 2.08583  -0.72
C -3.41263 -2.58040 3.34920  -0.88
C -2.18930 -2.06703 3.67569  0.80
C -1.92684 -1.73076 5.11835  -0.98
O -0.91328 -2.54530 5.71147  -0.53
C -1.21888 -1.87281 2.64855  0.53
C 0.03597 -1.25381 3.00169  -1.46
N 0.95010 -0.81420 2.21534  0.00
C 1.94370 -0.01288 2.80930  0.02
C 1.60407 0.97297 3.73660  0.36
C 2.57434 1.78354 4.30435  -0.86
C 3.90397 1.63036 3.94035  -0.56
C 4.25197 0.68062 2.99137  -0.50
C 3.28298 -0.12893 2.41757  -0.10
I 3.80848 -1.46414 0.90971  0.19
C -1.56215 -2.25211 1.32404  0.13
O -0.80828 -2.16300 0.31203  -1.28
H -4.26114 -3.61789 -0.28535  0.38
H -2.53119 -3.75048 -0.74346  0.31
H -3.33888 -2.21760 -0.89452  -0.01
H -4.16784 -2.72286 4.11486  0.32
H -2.86441 -1.82720 5.67232  0.34
H -1.58452 -0.70179 5.24092  0.36
H -1.02231 -3.43643 5.36286  0.39
H 0.18811 -1.12178 4.07412  1.12
H 0.55851 1.12516 3.97314  0.37
H 2.28715 2.54845 5.01462  0.35
H 4.67073 2.26096 4.37245  0.37
H 5.28338 0.57174 2.68240  0.37
C 2.97189 -2.49101 -2.38503  -1.09
C 3.21925 -1.29880 -3.31169  0.58
C 4.04105 -0.18854 -2.65116  -1.35
C 1.92645 -0.79757 -3.93669  1.29
C 1.74805 -1.08214 -5.28478  -0.73
C 0.63285 -0.67548 -6.00267  -1.28
C -0.32532 0.06014 -5.31381  -0.72
C -0.20947 0.36929 -3.96740  0.85
C -1.33404 1.19943 -3.36484  0.47
C -2.16609 0.44975 -2.32003  -1.25
C -0.84604 2.54708 -2.82910  -1.32
C 0.93536 -0.05947 -3.18156  -1.09
N 1.07505 0.32700 -1.90174  0.40
H 3.90177 -2.82591 -1.90458  0.33
H 2.56702 -3.33374 -2.95053  0.29
H 2.24460 -2.23852 -1.61374  -0.08
H 3.82571 -1.68398 -4.13968  0.37
H 3.44361 0.31594 -1.89212  -0.01
H 4.33249 0.54963 -3.40310  0.35
H 4.95658 -0.59051 -2.19928  0.39
H 2.52952 -1.64344 -5.79410  0.28
H 0.51894 -0.91041 -7.05447  0.31
H -1.20849 0.40971 -5.84531  0.29
H -2.01827 1.41657 -4.19338  0.47
H -1.54618 0.15773 -1.47527  -0.10
H -2.59987 -0.45591 -2.75236  0.47
H -2.98306 1.08330 -1.95067  0.33
H -0.10425 2.37417 -2.05003  -0.06
H -1.67914 3.12960 -2.41785  0.42
H -0.37816 3.12673 -3.62896  0.41
C -3.93375 2.74297 1.12441  -1.42
C -2.46640 2.51523 0.99158  0.43
C -1.42091 3.36876 0.71729  -0.98
C -0.26661 2.55739 0.66661  0.14
N -0.58958 1.29625 0.89660  1.12
N -1.92144 1.28859 1.10286  -0.08
C 1.14906 2.90120 0.34288  -1.13
H -4.15078 3.80870 1.09781  0.38
H -4.31834 2.34024 2.06329  0.33
H -4.47607 2.26697 0.30529  0.28
H -1.48346 4.43233 0.55375  0.40
H -2.38745 0.40883 1.25796  -0.17
H 1.26342 3.97007 0.16618  0.38
H 1.45339 2.34149 -0.55113  0.07
H 1.81132 2.61320 1.16427  0.07

***

Record 2
C31H37ClIN3O4PS2Ti | ωB97M-V/def2-TZVPD

Values from the calculation:
DFT total energy = -4413.9804 hartree
charge = -1
orbital gap (spin up / spin down) = 6.8 / 6.6 eV
expectation value of S² = 2.01
spin multiplicity = 3
ΔE to the lowest compared entry with this formula, charge and spin = 36.35 kJ/mol

Each line ends with the Mulliken charge.
CARTESIAN COORDINATES (ANGSTROEM)
Ti -0.38345 -0.16338 -0.87986  0.73
Cl -1.39714 -2.66603 -1.52685  -0.19
C 0.04733 -3.54242 -1.97676  0.85
C 0.00432 -4.36231 -3.08767  -0.78
C 1.15637 -5.04099 -3.45687  -0.52
C 2.32264 -4.88946 -2.72157  -0.71
C 2.34245 -4.05994 -1.60799  -0.58
C 1.19971 -3.37506 -1.21370  0.01
P 1.11937 -2.16984 0.16450  1.25
C 0.54042 -3.19469 1.55730  0.66
C 0.52111 -2.60802 2.82376  -0.16
C 0.07696 -3.33722 3.91403  -0.90
C -0.36635 -4.64410 3.75352  -0.51
C -0.35702 -5.22697 2.49581  -0.76
C 0.09991 -4.50521 1.39976  -0.40
C 2.85500 -1.83557 0.57813  -0.05
C 3.64016 -2.75058 1.27876  -0.38
C 4.96323 -2.45457 1.56550  -0.73
C 5.50628 -1.24262 1.15440  -0.57
C 4.72443 -0.32587 0.46856  -1.02
C 3.39712 -0.61620 0.18691  -0.29
H -0.91167 -4.44702 -3.65697  0.51
H 1.14191 -5.67875 -4.33111  0.36
H 3.22340 -5.41028 -3.01981  0.37
H 3.25795 -3.92610 -1.04572  0.42
H 0.85327 -1.58241 2.94534  0.46
H 0.06425 -2.87487 4.89300  0.44
H -0.72266 -5.20507 4.60872  0.37
H -0.70447 -6.24398 2.36343  0.41
H 0.11132 -4.97243 0.42317  0.37
H 3.20771 -3.68733 1.61177  0.50
H 5.56878 -3.16403 2.11563  0.41
H 6.53903 -1.01010 1.38417  0.39
H 5.13566 0.62795 0.16351  0.47
H 2.77613 0.11646 -0.31183  0.68
C -2.87805 5.52784 2.27321  -1.88
C -3.64756 4.22217 2.41307  1.71
C -3.02166 3.35753 3.51040  -1.29
C -5.10618 4.51690 2.75793  -1.75
N -3.67797 3.51060 1.10908  -0.47
N -2.47730 3.48309 0.34713  -0.22
H -2.97715 6.10505 3.19474  0.49
H -3.27531 6.12775 1.45061  0.42
H -1.81711 5.34886 2.09868  0.28
H -3.03304 3.87988 4.47124  0.43
H -1.99159 3.09802 3.26343  0.25
H -3.58862 2.42929 3.62812  0.33
H -5.18688 4.99878 3.73541  0.38
H -5.68333 3.58923 2.78783  0.36
H -5.55025 5.16482 2.00076  0.42
H -3.89742 2.54075 1.30874  0.32
H -1.64730 3.33532 0.91874  0.11
H -2.40467 4.35316 -0.15971  0.23
N -3.86815 0.78443 -0.84761  -0.15
C -3.12663 0.79529 -1.97411  0.91
O -1.89442 0.39963 -1.86240  -0.34
C -3.65143 1.11269 -3.22359  -1.73
I -4.44620 -1.40473 -4.05099  -0.41
H -3.33529 0.76621 0.01482  -0.20
H -4.71188 1.33186 -0.85041  0.27
H -2.96814 1.22079 -4.04861  0.38
H -4.63349 1.55366 -3.29617  0.43
C 1.00020 -0.32709 -2.57537  -0.84
C 1.80905 0.89232 -2.81535  0.28
C 3.20676 0.85813 -2.85404  -0.10
C 3.95867 2.01365 -3.01701  -0.65
C 3.33401 3.24433 -3.15808  -0.49
C 1.94480 3.29810 -3.13447  -0.75
C 1.19827 2.14529 -2.96367  -0.43
H 1.61588 -1.22475 -2.65879  0.31
H 0.20052 -0.41295 -3.32424  0.67
H 3.70902 -0.09857 -2.75297  0.39
H 5.04107 1.95033 -3.03910  0.39
H 3.91774 4.14786 -3.28281  0.37
H 1.43944 4.25115 -3.23920  0.39
H 0.11529 2.20649 -2.92996  0.40
O 0.60504 1.23085 0.14631  -0.43
S 0.19275 1.17640 1.62744  1.25
O -0.17474 2.49725 2.09087  -0.81
O 1.24189 0.54191 2.39876  -0.69
S -1.41211 -0.07055 1.49839  -0.62

***

Record 3
C31H37N2O21 | ωB97M-V/def2-TZVPD

Values from the calculation:
DFT total energy = -2892.7686 hartree
charge = +1
orbital gap = 6.7 eV

Each line ends with the Mulliken charge.
CARTESIAN COORDINATES (ANGSTROEM)
C -1.73315 2.30211 -1.73001  -0.16
C -2.61282 2.03672 -2.88907  -0.40
C -4.04724 2.20819 -2.68507  -0.29
C -4.63303 2.62556 -1.42781  0.29
N -6.10534 2.73727 -1.32176  0.83
C -6.82379 1.71740 -1.81712  0.42
C -8.28183 1.70736 -1.82514  -0.71
C -8.82852 2.91216 -1.18886  -0.20
C -7.84884 3.86649 -0.68504  -0.26
N -6.50455 3.84941 -0.73924  -0.93
C -3.76910 2.92996 -0.27339  -0.43
C -2.32944 2.75554 -0.46176  -0.67
H -0.63426 2.16176 -1.82096  0.15
H -2.21238 1.68983 -3.89327  0.49
H -4.72378 2.00364 -3.54839  0.42
H -6.29343 0.83311 -2.24474  0.44
H -8.89594 0.88698 -2.24498  0.42
H -9.91557 3.10407 -1.07834  0.38
H -8.27146 4.76960 -0.16840  0.38
H -4.21091 3.27681 0.68366  0.45
H -1.66174 2.94978 0.41159  0.38
C 1.81153 0.84726 -5.26756  -0.48
C 0.67068 1.07430 -4.31828  0.14
O -0.46771 0.76401 -5.10262  -0.28
C -0.06135 -0.07107 -6.09596  0.54
O -0.81066 -0.64776 -6.81858  -0.54
O 1.29163 -0.15937 -6.14176  -0.32
H 2.71232 0.50038 -4.76370  0.31
H 2.05419 1.73689 -5.85360  0.27
H 0.70030 0.40026 -3.45799  -0.08
H 0.62594 2.10287 -3.96060  0.36
C 0.23880 -0.75318 0.53717  0.11
C 1.48760 -0.83913 1.36317  -0.46
O 2.52374 -0.68077 0.38648  -0.24
C 1.99544 -0.01959 -0.66619  0.50
O 2.63993 0.41864 -1.57397  -0.58
O 0.63335 0.08517 -0.55713  -0.15
H -0.58746 -0.31459 1.07768  0.01
H -0.06920 -1.72396 0.14371  0.20
H 1.56284 -0.03682 2.09115  0.29
H 1.58118 -1.79183 1.87817  0.36
C 6.07651 0.83829 3.72051  -0.47
C 5.91413 0.37063 2.30328  -0.23
O 4.72162 -0.41354 2.36458  -0.12
C 4.00874 0.01829 3.42855  0.53
O 2.88276 -0.31220 3.66708  -0.62
O 4.72924 0.87749 4.19526  -0.24
H 6.54169 1.82077 3.78653  0.39
H 6.64669 0.13481 4.33263  0.29
H 5.75908 1.19593 1.60472  0.23
H 6.75442 -0.22640 1.96108  0.25
C -4.43681 -1.82970 0.99960  -0.22
C -4.56898 -0.85625 2.13850  -0.18
O -3.37877 -1.08189 2.88838  -0.33
C -2.46200 -1.61319 2.03900  0.62
O -1.30901 -1.76746 2.29834  -0.56
O -3.02546 -1.94680 0.84897  -0.22
H -4.89679 -1.46661 0.08096  0.17
H -4.84959 -2.81267 1.23758  0.30
H -4.58212 0.18443 1.80112  0.10
H -5.45304 -1.04188 2.74735  0.33
C -1.99193 -2.17134 -3.18083  0.30
C -2.23090 -2.67837 -4.57573  -0.27
O -3.44042 -3.42494 -4.44072  -0.35
C -4.09538 -2.93714 -3.35584  0.49
O -5.21430 -3.22085 -3.05759  -0.55
O -3.31091 -2.07540 -2.64952  -0.18
H -1.49548 -1.20059 -3.16770  -0.25
H -1.41541 -2.87257 -2.57172  0.19
H -2.39211 -1.87033 -5.29263  0.27
H -1.42084 -3.31211 -4.93406  0.36
C 6.44435 -2.74563 -2.13446  -0.39
C 5.61251 -2.88876 -0.89021  -0.01
O 6.29959 -2.06299 0.04482  -0.27
C 7.00728 -1.14716 -0.66736  0.71
O 7.55755 -0.20504 -0.18724  -0.54
O 7.00423 -1.44272 -1.99207  -0.35
H 5.85097 -2.81614 -3.04517  0.32
H 7.25613 -3.47567 -2.18266  0.26
H 4.59615 -2.50724 -1.01838  -0.03
H 5.56190 -3.91795 -0.53680  0.33
C 4.24997 0.85271 7.13497  -0.04
C 3.01473 0.12164 7.57994  -0.23
O 3.38460 -0.37338 8.86365  -0.34
C 4.38285 0.42446 9.33424  0.57
O 4.80406 0.38854 10.44535  -0.51
O 4.83488 1.26847 8.36607  -0.34
H 4.02289 1.70981 6.50439  0.28
H 4.95382 0.20317 6.61083  0.11
H 2.15272 0.78464 7.69133  0.26
H 2.74822 -0.69463 6.90959  0.23